(1)
DFT (ωB97M-V/def2-TZVPD) results for a 2-piece molecular cluster, C20H46N3O7P2S2Si overall.

XYZ file:
```
81
Properties=species:S:1:pos:R:3:forces:R:3
H 1.03440 -3.99692 4.25761 0.0907 -0.0551 0.0213
H -1.14226 -0.58871 3.81486 -0.0466 -0.0168 0.0890
H -0.09850 -3.38860 3.05778 -0.0832 0.1219 0.0151
H -2.72555 4.53811 0.53854 0.0409 0.1011 -0.0175
C -1.08379 0.30143 3.18991 0.1740 -0.3744 -0.0058
H 1.70431 4.50366 -3.61912 0.0363 0.0039 0.0047
C -2.62086 2.56788 4.00355 -0.1622 -0.0043 -0.3483
H 3.55532 3.00124 -4.26287 0.0158 -0.0056 -0.0116
C 2.79888 2.42345 -6.19854 0.0168 -0.0308 -0.0174
H -3.40971 2.99430 0.02374 -0.0836 0.0122 -0.0006
S -3.83521 2.47888 5.06939 -0.0996 0.1927 0.4033
O -0.32537 -3.14127 -0.61555 -0.1702 0.1319 0.1882
C 1.84616 -3.04873 0.32891 0.1397 -0.3136 -0.2456
C -1.07168 5.28604 2.78908 -0.0371 0.0646 -0.2879
O 1.45692 -1.69866 0.29769 -0.0901 0.1906 -0.0352
H -0.94351 5.42481 1.71563 0.0381 -0.0927 -0.0476
N -2.71280 3.36329 2.86052 0.6025 -0.1221 0.2133
C -2.05235 2.79900 1.68263 -0.3171 0.0245 -0.2298
H -2.00761 0.35351 2.61610 0.0140 -0.1222 0.0759
H -3.23031 5.38914 2.61411 0.0435 0.0654 -0.1197
H 1.81059 -6.11623 0.91925 -0.0748 -0.0581 -0.0519
H 1.94576 2.65828 -6.84085 -0.0099 0.0539 0.0138
H -0.90946 6.25916 3.25108 0.0540 0.0198 0.1075
H -0.09697 -1.59074 -2.46867 0.0890 -0.0772 -0.0158
H -1.15376 0.74129 0.64102 0.0966 -0.1530 -0.1426
H 3.97445 -4.09951 3.56368 0.0757 0.0157 0.0701
H 0.75921 -4.83407 -0.39928 -0.0060 -0.0201 0.1631
H 2.86717 -6.20357 2.31785 0.0528 -0.0153 0.0226
H 2.30879 -4.48776 -2.15867 0.0628 -0.0498 -0.0868
H 1.13600 -6.08895 2.55903 -0.1371 -0.0464 -0.0870
H -3.96103 -2.92043 -0.78957 -0.1692 -0.1689 -0.0676
C 3.84255 -3.51131 2.65147 -0.1824 -0.1398 0.1349
C -0.02170 -0.79088 -1.73510 -0.2960 0.1561 0.2158
H -1.74251 3.38612 -0.36900 0.0305 -0.0236 -0.0697
H -0.46355 -2.05168 1.34645 -0.2119 -0.0873 -0.0827
Si 2.09554 -3.85680 2.03427 -0.1277 0.1292 0.2183
H -2.90941 -1.86834 2.06827 -0.1077 0.0341 0.1757
O -3.00212 -2.41584 1.28353 0.0460 -0.3579 0.0970
H 1.01172 -0.44834 -1.74550 0.0960 -0.0720 0.0634
C 1.95612 -5.74317 1.93013 0.2053 0.0521 0.0325
O 2.85192 1.00889 -6.00404 -0.0388 0.0280 -0.0328
O 1.85431 1.85984 -4.20507 0.0734 -0.0274 0.0362
O 1.82754 -0.36929 -4.53148 0.0860 -0.1506 -0.0813
H 1.88820 -2.76470 -2.30598 0.1086 0.0093 0.0028
O -3.17423 -2.50617 -1.15796 -0.0128 -0.0892 -0.1146
H 4.60724 -3.83442 1.94566 0.0622 0.0914 -0.0899
H -2.37313 1.76054 1.60857 -0.0895 0.2836 -0.0847
H -1.33629 0.93187 -1.40117 -0.0380 -0.0422 0.1521
H -4.01045 -0.02523 -0.68311 -0.2387 0.0821 0.1459
H 2.38049 5.03718 -5.16600 0.0166 0.0019 -0.0030
C 1.50215 -3.75834 -2.07547 -0.1135 0.2842 0.0669
C -0.21012 0.22284 0.79267 0.2845 0.0575 -0.1943
N -2.00026 -0.11290 -3.09698 0.1336 0.1941 -0.1696
C 0.14973 0.22995 2.27091 -0.2069 0.3461 0.1718
P -2.57917 -1.51640 -0.01920 -0.0735 0.5745 -0.2369
C -2.47237 4.79765 3.13029 -0.3689 -0.0005 0.0670
H 0.54695 0.78288 0.23850 0.0665 -0.0213 -0.0702
H 0.72411 -3.96628 -2.80972 -0.0119 -0.2143 -0.0192
H -2.89123 0.22357 -2.76806 -0.1167 -0.1387 0.1038
C -2.51117 3.48088 0.39591 0.0466 -0.0755 0.0802
C 2.59641 2.93901 -4.78683 -0.0193 0.0749 -0.0272
H 1.12464 -2.31198 3.77219 -0.0483 0.0993 -0.0798
C 2.14362 0.71564 -4.87435 -0.0600 0.1541 0.0659
H -0.29256 1.04476 -2.79945 0.0490 0.0330 0.0103
S -1.06942 1.71711 4.34779 -0.0282 -0.1289 0.0717
H 0.84851 4.13683 -5.11438 0.0185 -0.0034 -0.0465
C 1.83751 4.23419 -4.66572 -0.1469 -0.0491 0.0614
C -0.91242 0.35461 -2.21860 0.0363 0.0362 -0.3833
H 0.72625 -0.65145 2.54443 0.0917 -0.0706 -0.1837
C 0.91327 -3.78325 -0.66258 -0.0589 -0.0248 -0.2426
H -2.02906 -1.12172 -3.11986 -0.1351 -0.0632 0.1081
H 2.85709 -3.10401 -0.10814 0.0787 -0.0088 0.0256
H 3.98888 -2.46437 2.91315 0.0789 0.0946 -0.1087
N -3.33435 -0.13013 0.06250 0.2360 0.0090 -0.0895
H -0.96186 2.77327 1.77351 0.0388 0.2304 0.0744
H -2.64494 4.95782 4.19173 -0.1227 -0.0793 0.0580
H 0.78592 1.09377 2.47656 0.0390 0.0183 0.0951
P -0.27461 -1.49911 0.01829 0.6994 -0.1650 0.2969
H -0.30992 4.58811 3.12910 0.0506 0.0052 0.1493
C 0.93127 -3.31826 3.40606 -0.0187 -0.2311 0.0423
H 3.71763 2.76768 -6.66702 0.0441 -0.0861 0.0180
```
Positions in Å, forces in eV/Å.

## Properties
HOMO level   -0.1627 hartree
Molecular weight   594.770 g/mol
Gap between HOMO and LUMO   0.24252 Ha
Multiplicity   1
Net charge   -1
Electronic energy   -88416.9376 eV

***

(2)
DFT (ωB97M-V/def2-TZVPD) results for one molecule with the formula C9H6BrN3O3.

XYZ file:
```
22
Properties=species:S:1:pos:R:3:forces:R:3
O 3.39108 2.08605 -0.84474 -0.2299 0.1010 0.3805
N 2.28277 -0.67718 1.01186 -2.4472 0.2277 -0.7590
C -3.38975 -1.54176 0.23607 -0.4635 -1.1639 0.2196
C 3.40566 1.00377 -0.29359 2.3549 0.0760 -1.9092
H -1.51120 1.87292 0.15800 -1.1380 -0.8626 -0.1823
C -1.37287 -0.25525 0.29797 0.7818 -0.1295 0.0390
O 5.67936 0.69834 -1.15270 -1.3249 1.0544 0.6578
C -3.49797 0.79035 -0.02313 -0.7815 0.4881 -0.5965
C -4.15528 -0.45389 -0.13357 1.4847 0.4030 0.9791
N 4.60780 0.27666 -0.29104 -0.5938 1.1982 -0.2874
C 2.19237 0.34157 0.20728 -3.1773 -1.3954 0.3578
N 0.81783 0.61027 -0.22806 2.2476 0.3740 0.6113
H -3.87577 -2.47406 0.52354 0.1134 -0.0215 -0.6721
O 0.90007 -1.11589 1.12179 -0.2505 0.1317 0.3622
Br -6.00689 -0.59231 -0.57784 0.7392 0.0933 0.3538
C 0.08764 -0.26922 0.39599 3.7561 1.3188 -0.4288
H 5.52583 1.68160 -1.32046 -0.2152 -1.6165 0.5113
H 4.70743 -0.69764 -0.07244 -0.1515 -0.1060 -0.0347
C -2.00517 -1.44783 0.39521 -1.5616 -0.7775 -0.2452
C -2.09790 0.91749 0.10215 -0.4487 0.7409 0.5303
H -1.42930 -2.33896 0.49021 0.2092 -0.5669 0.4647
H -4.25576 1.58497 -0.00252 1.0967 0.4328 -0.3520
```
Positions in Å, forces in eV/Å.

## Properties
HOMO level   -0.3553 hartree
SMILES   O=C(NO)c1noc(-c2ccc(Br)cc2)n1
Molecular weight   284.069 g/mol
Gap between HOMO and LUMO   0.34413 Ha
Multiplicity   1
Electronic energy   -90082.0180 eV

***

(3)
DFT (ωB97M-V/def2-TZVPD) results for one molecule with the formula C17H18F4N4O.

XYZ file:
```
44
Properties=species:S:1:pos:R:3:forces:R:3
C -1.27670 2.97099 -3.04279 -2.1163 0.2353 0.1007
F 4.44592 -3.98653 3.19166 -0.4930 -0.9633 -0.2394
H -0.96221 2.97612 0.35332 0.1935 0.5063 0.0227
C -1.63517 2.17284 0.07075 0.5935 -1.0039 -0.7056
H -3.58862 0.56167 3.98738 -0.0410 -0.2875 0.0220
N -0.77988 0.27608 1.39862 -1.2012 0.8223 -0.2146
H 1.84743 1.16603 -4.63450 0.1442 -0.3908 -0.5000
H -0.53005 0.59208 -0.66847 -0.6621 1.4037 -0.6870
H -2.62089 2.60446 -0.16068 0.3465 -0.1613 0.0332
C 1.14465 -1.78983 1.28909 0.6269 -0.2694 0.6852
C 3.42688 -4.62065 2.54533 -0.1985 0.0567 -0.3227
C -0.79860 -0.63786 2.37702 -2.0432 1.3207 0.7513
C 1.34257 1.85952 -3.98605 -0.1354 0.3863 -0.6062
C -0.33944 2.09661 -2.17076 -1.0632 -0.9696 0.8569
C 2.25871 -3.62157 2.47035 -2.1517 1.1524 0.2147
H 2.14651 2.36317 -3.45793 -0.0795 0.1654 0.4580
C -1.73268 1.24772 1.27914 0.2135 -0.5776 0.2971
H -3.17698 3.23411 -3.75295 0.5881 -0.6652 0.3224
F -3.64685 2.40491 2.11339 0.0674 -0.4283 0.1963
C 0.37298 1.08744 -3.10182 0.7502 0.0386 0.2887
N -1.08408 1.38909 -1.07409 0.0045 -0.5816 -0.0510
N 1.31409 -3.55797 3.44535 0.4203 0.4645 0.1172
H -2.90739 1.68454 -2.89357 0.2646 1.0685 -0.6890
F 3.05049 -5.74088 3.16988 0.5827 0.5369 0.1185
O -1.05180 4.08389 -3.44280 1.9004 1.0737 0.0944
H 0.46934 -0.71172 -1.86489 0.4381 0.0536 0.0340
C 1.17193 0.00813 -2.30702 -0.9133 -0.0011 -1.2855
H 1.88642 -0.52380 -2.97030 -0.5801 0.2347 0.3210
H 0.41143 2.72425 -1.69459 0.1674 0.5254 -0.3333
F 3.93744 -5.02775 1.31893 -0.8060 0.8847 1.3281
C 0.22697 -1.67185 2.36502 1.2866 -0.6264 -0.2983
C -1.82568 -0.56644 3.36727 -0.4782 0.4937 -0.9806
H 0.84094 2.60587 -4.62262 0.1358 -0.2251 0.3002
H 1.15085 -1.12541 0.40722 -0.3269 -0.4024 0.7618
H -1.95114 -1.30450 4.17111 0.2129 0.4653 -0.4626
C 2.17977 -2.73049 1.40727 -0.1230 -0.2139 -0.1745
N -2.53786 2.51505 -3.39813 -0.0315 -1.9666 1.2932
H 1.74938 0.52106 -1.56908 0.4302 0.1888 0.8031
C 0.37308 -2.56426 3.44415 1.5967 -1.4223 -1.4681
C -2.81536 0.43897 3.23798 0.4413 0.2373 0.4552
H -0.30940 -2.55489 4.28533 0.2023 -0.0718 -0.0046
H 2.94774 -2.86695 0.66968 0.0514 0.4092 -0.5723
C -2.77282 1.39442 2.22576 1.8850 -1.3554 -0.5861
H -0.35190 0.62435 -3.77796 -0.0999 -0.1406 0.3055
```
Positions in Å, forces in eV/Å.

## Properties
HOMO level   -0.3354 hartree
SMILES   CC(C)[C@H](NCc1nc(-c2ccc(C(F)(F)F)nc2)ccc1F)C(N)=O
Molecular weight   370.350 g/mol
Gap between HOMO and LUMO   0.31564 Ha
Multiplicity   1
ΔE to the lowest compared entry with this formula, charge and spin   29.8 kJ/mol
Electronic energy   -36799.2553 eV

***

(4)
DFT (ωB97M-V/def2-TZVPD) results for a 2-piece molecular cluster, C9H18F2N3O5S overall.

XYZ file:
```
38
Properties=species:S:1:pos:R:3:forces:R:3
H 1.49089 -0.89653 -2.83851 0.1442 -0.1653 -0.4340
O -0.23421 -2.92801 2.01860 -0.0140 0.0121 -0.3221
C -0.51457 0.09305 2.75645 -0.1072 -0.3159 -0.1423
H 1.24966 0.43867 3.93486 0.0560 -0.2027 0.1319
C -1.17761 2.77506 0.21250 -1.6911 -0.3168 0.1088
C -0.83771 3.69640 -2.00955 2.2513 0.9322 -1.8889
H -0.59490 1.57401 -3.68001 0.4738 0.6883 0.0153
C 0.81023 -0.72135 -2.02276 -0.0899 0.2192 0.5103
H -1.05484 -0.55598 -4.21304 0.2416 -0.0415 -0.3965
H 2.78701 -3.74048 3.61957 0.0051 0.0311 -0.0066
H -1.09305 0.75252 -0.91211 -0.0111 -0.2006 0.0921
O 0.00121 4.19412 -2.70422 -1.2859 -0.9487 1.0990
H 1.59673 0.02373 2.26540 0.0481 -0.1006 0.0227
C 0.93328 -0.19087 3.10643 -0.1663 0.5909 -0.1652
H 1.76177 -4.86177 2.68077 -0.0285 0.0229 -0.0580
H 1.13417 -4.14127 4.18681 -0.0403 0.0261 -0.0114
H -2.20004 1.54405 -2.92390 -0.2797 0.5978 0.2861
H -2.33872 -0.69498 -3.06740 -0.4141 -0.0684 0.0212
C 1.77121 -3.98285 3.32117 0.0517 0.0171 0.0113
H -1.01192 -1.44350 -1.45875 -0.0958 -0.3528 0.2012
C 0.85549 0.79364 -1.67966 -0.2924 -0.6434 0.1223
H 1.35209 1.36515 -2.44328 -0.0215 0.4684 -0.2779
C -1.31263 -0.38884 -3.18035 0.1128 -0.0446 0.4290
O -2.34592 2.78156 0.41326 0.7254 0.0000 -0.3696
C -1.19904 1.15527 -2.90013 -0.6120 -1.5503 -0.6096
H 1.31858 1.00541 -0.73320 0.2167 -0.0010 0.3994
F -2.09606 4.02407 -2.08576 -0.5554 -0.0541 0.4246
N -0.51162 2.66937 -1.05554 -0.5093 0.2809 -0.0718
N -0.51550 -1.21834 -2.30316 -0.0966 0.5164 -0.1623
F -0.29532 2.79184 1.15758 0.8748 0.2986 0.6190
S 1.12178 -2.64895 2.38002 0.0857 -0.1424 0.7008
N -0.55744 1.31286 -1.57830 0.7140 0.7552 -0.3538
O 1.12807 -1.54596 3.53260 0.1017 -0.2271 -0.0519
H 1.17484 -1.25846 -1.16328 0.2918 -0.3242 0.2444
H -1.17810 -0.18942 3.57197 0.0145 0.0098 0.0225
H -0.82150 -0.48070 1.87868 -0.0236 -0.0351 0.0297
O 2.05848 -2.24724 1.37180 -0.1079 0.1126 -0.3652
H -0.65480 1.14472 2.54444 0.0337 0.1558 0.1951
```
Positions in Å, forces in eV/Å.

## Properties
HOMO level   -0.4975 hartree
Molecular weight   318.322 g/mol
Gap between HOMO and LUMO   0.33791 Ha
Multiplicity   1
Net charge   +1
Electronic energy   -40593.6593 eV

***

The highest gap between HOMO and LUMO belongs to which entry? C9H6BrN3O3